Formula: C3H9NO
Source: the Open Molecules 2025 dataset
Level of theory: ωB97M-V/def2-TZVPD

Output
- energy relative to the best compared isomer or geometry (same formula, charge and spin) (eV) = 2.653
- HOMO-LUMO gap (eV) = 9.943
- molar mass (g/mol) = 75.11
- charge = 0
- E_HOMO (eV) = -8.84
- LUMO energy (eV) = 1.10
- DFT total energy (a.u.) = -249.6162

Element x y z (Å)
C -0.7205 -0.4337 -0.6258
C -0.1178 0.3583 0.6072
C 1.4272 0.4067 0.3615
O 1.9974 1.5220 -0.2013
N -1.7756 -1.2240 -0.0933
H 0.0275 -1.1015 -1.2031
H -0.9936 0.1871 -1.4859
H -0.4118 0.0549 1.6582
H -0.5878 1.3670 0.7543
H 1.8023 -0.2560 -0.5059
H 2.0392 0.2747 1.2567
H 1.3859 2.3169 -0.2605
H -2.7065 -1.2906 -0.4406
H -1.3660 -2.1818 0.1785